# 1
63
Properties=species:S:1:pos:R:3:lowdin_charge:R:1 method="wB97M-V/def2-TZVPD" orbital_gap_ev=5.53 lumo_ev=-0.423 relative_energy_kcal_mol=60.8 homo_ev=-5.96 largest_force_ev_per_a=2.65
C -0.78 -4.41 -1.82 0.0887
C -1.41 -3.23 -1.59 -0.3616
S -0.77 -2.30 -0.24 0.7169
O 0.61 -2.75 -0.20 -0.3151
O -1.08 -0.90 -0.41 -0.2995
C -1.59 -2.80 1.25 -0.2587
C -2.49 -1.93 1.87 -0.0445
C -3.14 -2.33 3.04 -0.0594
C -2.90 -3.60 3.57 -0.0725
C -1.98 -4.45 2.96 -0.0688
C -1.30 -4.05 1.81 -0.0477
S -2.41 -2.34 -2.80 0.7121
O -3.31 -3.33 -3.36 -0.3061
O -1.52 -1.57 -3.65 -0.2875
C -3.35 -1.07 -1.92 -0.2875
C -2.94 0.26 -1.93 -0.0645
C -3.60 1.21 -1.16 -0.0606
C -4.75 0.85 -0.45 -0.0738
C -5.18 -0.48 -0.46 -0.0805
C -4.51 -1.44 -1.24 -0.0628
H -0.04 -4.82 -1.15 0.0780
H -1.17 -5.01 -2.64 0.0871
H -2.68 -0.95 1.43 0.1134
H -3.84 -1.64 3.52 0.1082
H -3.43 -3.92 4.46 0.1076
H -1.77 -5.43 3.39 0.1089
H -0.57 -4.69 1.32 0.1117
H -2.08 0.56 -2.54 0.1215
H -3.21 2.23 -1.12 0.1107
H -5.32 1.60 0.08 0.1044
H -6.05 -0.79 0.12 0.1050
H -4.86 -2.46 -1.31 0.1180
C 2.24 -1.17 0.35 -0.1210
C 3.47 -1.64 -0.09 -0.0921
N 4.44 -2.06 0.75 -0.1290
C 5.78 -2.19 0.17 -0.1708
C 6.68 -3.14 0.94 -0.1888
C 6.66 -2.89 2.44 -0.2149
C 5.24 -2.82 3.00 -0.1880
C 4.34 -1.87 2.19 -0.1495
C 1.70 0.13 -0.01 -0.2343
C 0.65 0.73 0.73 -0.0769
C 0.06 1.92 0.32 -0.1086
C 0.55 2.57 -0.82 -0.1200
C 1.63 2.04 -1.53 -0.0943
C 2.20 0.83 -1.12 -0.0417
H 1.83 -1.63 1.24 0.0945
H 3.73 -1.72 -1.16 0.1318
H 5.63 -2.57 -0.85 0.1167
H 6.25 -1.18 0.08 0.1302
H 6.32 -4.16 0.75 0.1157
H 7.69 -3.07 0.54 0.1111
H 7.21 -3.69 2.94 0.1071
H 7.17 -1.95 2.67 0.1136
H 4.80 -3.82 2.98 0.1137
H 5.25 -2.50 4.04 0.1116
H 4.57 -0.82 2.47 0.1374
H 3.31 -2.07 2.51 0.1086
H 0.31 0.24 1.64 0.1093
H -0.78 2.33 0.88 0.0998
H 0.04 3.47 -1.18 0.0910
H 2.02 2.55 -2.40 0.0955
H 3.03 0.38 -1.67 0.1010

# 2
68
Properties=species:S:1:pos:R:3:lowdin_charge:R:1 method="wB97M-V/def2-TZVPD" orbital_gap_ev="5.46 / 9.01" s2=2.0058 lumo_ev="0.276 / 0.276" relative_energy_kcal_mol=5.8 homo_ev="-5.19 / -8.73" spin_multiplicity=3 largest_force_ev_per_a=2.94
Ti -0.37 -0.75 0.42 0.8561
O -4.20 0.72 -0.19 0.0195
C -3.08 0.17 -0.25 -0.5815
O -2.31 -0.10 0.73 -0.1204
C -2.52 -0.12 -1.62 -0.1671
C -3.16 0.06 -2.81 -0.0096
C -2.48 -0.21 -3.97 -0.0476
C -1.21 -0.74 -3.88 0.0053
C -0.56 -0.86 -2.66 -0.1344
N -1.26 -0.55 -1.55 0.0793
C 0.79 -1.44 -2.28 -0.6347
O 1.42 -2.06 -3.13 0.0336
O 1.14 -1.25 -1.07 -0.1486
H -4.17 0.42 -2.77 0.1238
H -2.91 0.03 -4.95 0.1191
H -0.62 -0.98 -4.73 0.1081
O 0.33 1.33 0.19 -0.5525
S -0.23 2.70 0.51 1.0459
C -1.54 2.63 1.83 -0.2736
C -1.08 1.76 3.00 -0.2196
C 0.40 1.88 3.30 -0.2861
C 0.91 0.84 4.31 -0.3422
S 1.78 -0.48 3.52 1.0311
O 0.83 -1.25 2.59 -0.5458
C 2.90 0.48 2.47 -0.3931
C 3.35 1.73 2.91 -0.0975
C 4.23 2.38 2.08 -0.0779
C 4.57 1.84 0.87 -0.0795
C 4.16 0.58 0.54 -0.0496
C 3.24 -0.12 1.32 -0.0717
C -1.17 3.24 -0.91 -0.3762
C -2.53 3.29 -1.05 -0.0749
C -3.12 3.63 -2.25 -0.0517
C -2.29 3.94 -3.33 -0.0549
C -0.91 3.98 -3.13 -0.0742
C -0.36 3.67 -1.92 -0.1047
H -2.42 2.31 1.31 0.0494
H -1.75 3.65 2.23 0.1163
H -1.31 0.72 2.73 0.0977
H -1.59 2.12 3.91 0.1295
H 0.80 2.88 3.56 0.1300
H 1.00 1.63 2.38 0.0552
H 0.04 0.42 4.87 0.1162
H 1.65 1.28 4.99 0.0819
H 3.25 2.08 3.98 0.1364
H 4.62 3.35 2.42 0.1171
H 5.30 2.34 0.25 0.1094
H 4.42 0.12 -0.41 0.1260
H 2.94 -1.11 1.04 0.1049
H -3.29 3.05 -0.27 0.1197
H -4.15 3.76 -2.48 0.1029
H -2.64 4.22 -4.30 0.0971
H -0.33 4.32 -3.97 0.1051
H 0.72 3.70 -1.83 0.1173
O -0.95 -2.79 0.81 -0.5532
S -0.39 -3.65 -0.31 1.0040
C -1.00 -5.31 -0.14 -0.3023
C 0.15 -6.22 -0.76 -0.1679
C 1.51 -5.47 -0.49 -0.2052
C 1.22 -4.18 0.24 -0.3113
H -1.91 -5.43 -0.70 0.0750
H -1.23 -5.56 0.93 0.1153
H -0.02 -6.40 -1.80 0.0976
H 0.16 -7.15 -0.26 0.0804
H 2.01 -5.33 -1.44 0.1135
H 2.19 -6.10 0.05 0.0989
H 1.85 -3.34 -0.01 0.0786
H 1.20 -4.29 1.32 0.1124

# 3
76
Properties=species:S:1:pos:R:3:lowdin_charge:R:1 method="wB97M-V/def2-TZVPD" orbital_gap_ev=7.21 total_charge=+2 lumo_ev=-5.854 relative_energy_kcal_mol=0.0 homo_ev=-13.07 largest_force_ev_per_a=0.10
Zr 0.44 0.16 -0.58 1.8004
N -3.67 1.80 -0.72 0.1631
C -3.70 1.77 0.65 -0.0182
C -2.43 1.51 1.05 -0.1016
N -1.61 1.39 -0.06 0.0009
C -2.41 1.54 -1.10 -0.3104
C -1.85 1.36 -2.42 -0.3015
N -0.63 0.89 -2.53 -0.0617
C -0.33 0.88 -3.88 -0.1126
C -1.40 1.36 -4.57 -0.0101
N -2.36 1.65 -3.63 0.1641
H -4.47 1.90 -1.32 0.1776
H -4.60 1.95 1.21 0.1364
H -2.06 1.41 2.06 0.1033
H 0.61 0.52 -4.25 0.1194
H -1.56 1.49 -5.62 0.1371
H -3.27 2.04 -3.83 0.1779
C 2.70 0.08 1.86 -0.0664
N 1.65 1.00 1.31 -0.3287
C 0.67 1.21 2.40 -0.0621
C 2.33 2.30 1.04 -0.1817
C 1.44 3.26 0.30 -0.1825
N 0.98 2.71 -0.99 -0.2938
C -0.05 3.66 -1.48 -0.0740
C 2.08 2.79 -1.99 -0.0721
H 2.22 -0.77 2.34 0.0849
H 3.30 0.63 2.59 0.1126
H 3.34 -0.28 1.06 0.0499
H 1.20 1.49 3.32 0.1198
H 0.13 0.28 2.59 0.0636
H -0.02 2.00 2.15 0.0666
H 3.23 2.09 0.46 0.0665
H 2.64 2.74 1.99 0.1444
H 1.98 4.20 0.13 0.1449
H 0.55 3.51 0.89 0.1178
H 0.37 4.67 -1.50 0.1105
H -0.92 3.66 -0.83 0.0840
H -0.34 3.41 -2.50 0.0857
H 2.35 3.84 -2.15 0.1113
H 1.74 2.37 -2.93 0.0824
H 2.95 2.25 -1.65 0.0102
Cl -0.01 -1.93 -2.50 0.8056
C 1.66 -1.51 -2.82 -0.6728
C 2.22 -0.55 -1.98 -0.2779
C 3.59 -0.38 -2.18 -0.6487
Cl 4.55 0.59 -1.09 0.7496
C 4.31 -1.02 -3.19 -0.6997
Cl 5.99 -0.74 -3.40 0.7339
C 3.66 -1.91 -4.05 -0.6994
Cl 4.50 -2.69 -5.31 0.7534
C 2.31 -2.18 -3.84 -0.7067
Cl 1.47 -3.31 -4.82 0.7435
N -0.67 -3.32 6.53 0.1522
C -0.56 -3.08 5.21 -0.2902
C -1.24 -2.01 4.60 -0.0053
C -1.11 -1.77 3.25 -0.1206
C -0.30 -2.60 2.47 -0.3272
C 0.36 -3.69 3.05 -0.0341
C 0.24 -3.92 4.40 0.0040
S -0.15 -2.39 0.76 0.6105
O -0.27 -3.65 0.12 -0.2388
O 1.12 -1.63 0.45 -0.4797
N -1.14 -1.21 0.28 -0.3214
C -2.45 -1.54 -0.07 -0.7305
S -3.52 -2.39 0.99 1.1058
C -4.73 -2.33 -0.23 -0.3622
C -4.25 -1.68 -1.32 -0.2248
N -2.96 -1.23 -1.23 0.0430
H -1.27 -2.76 7.11 0.1149
H -0.22 -4.10 6.96 0.1173
H -1.88 -1.38 5.21 0.1211
H -1.67 -0.97 2.80 0.0801
H 0.95 -4.36 2.44 0.1308
H 0.76 -4.76 4.85 0.1263
H -5.69 -2.80 -0.09 0.0790
H -4.80 -1.53 -2.23 0.1114

# 4
64
Properties=species:S:1:pos:R:3:lowdin_charge:R:1 method="wB97M-V/def2-TZVPD" orbital_gap_ev="5.17 / 5.83" total_charge=+1 s2=8.8615 lumo_ev="-2.883 / -5.010" relative_energy_kcal_mol=0.0 homo_ev="-8.06 / -10.84" spin_multiplicity=6 largest_force_ev_per_a=1.44
Ru 0.00 0.10 1.24 1.4486
C 2.67 3.08 1.18 -0.1986
C 1.97 2.64 2.46 -0.1978
C 0.50 3.01 2.48 -0.2169
N -0.37 2.14 1.68 -0.0629
C -1.60 2.53 1.39 -0.2290
C -2.07 3.85 1.69 0.0056
C -3.33 4.43 1.45 -0.0784
C -4.39 3.98 0.72 -0.0540
C -4.47 2.74 -0.02 -0.0714
C -3.64 1.68 0.06 -0.0330
C -2.45 1.48 0.84 -0.2335
N -1.98 0.22 1.08 -0.1872
C -2.83 -0.93 0.84 -0.2473
C -2.30 -2.13 1.61 -0.1800
C -1.05 -2.77 1.04 -0.2214
N 0.12 -1.89 1.00 -0.1228
C 1.35 -2.40 0.86 -0.2200
C 1.52 -3.82 0.68 0.0123
C 2.66 -4.58 0.59 -0.0614
C 4.00 -4.21 0.66 -0.0577
C 4.49 -2.90 0.79 -0.0565
C 3.81 -1.72 0.81 0.0006
C 2.40 -1.42 0.79 -0.2293
N 1.98 -0.13 0.72 -0.1229
C 2.87 0.82 0.05 -0.2237
C 2.35 2.24 -0.05 -0.1966
H 3.76 3.05 1.34 0.1151
H 2.43 4.13 0.99 0.1162
H 2.43 3.16 3.31 0.1197
H 2.11 1.57 2.64 0.0785
H 0.43 4.04 2.12 0.1101
H 0.12 3.00 3.51 0.1260
H -1.38 4.49 2.22 0.0883
H -3.45 5.41 1.89 0.1103
H -5.25 4.63 0.66 0.1080
H -5.31 2.65 -0.69 0.1047
H -3.90 0.83 -0.55 0.1068
H -2.90 -1.18 -0.22 0.1219
H -3.84 -0.70 1.19 0.1246
H -3.07 -2.90 1.63 0.1211
H -2.13 -1.83 2.65 0.1018
H -1.26 -3.14 0.03 0.1340
H -0.83 -3.64 1.66 0.1149
H 0.61 -4.38 0.59 0.0929
H 2.48 -5.64 0.46 0.1160
H 4.73 -5.01 0.61 0.1086
H 5.57 -2.82 0.85 0.1156
H 4.44 -0.85 0.89 0.0974
H 3.05 0.43 -0.96 0.1328
H 3.85 0.88 0.53 0.1060
H 1.28 2.24 -0.28 0.0933
H 2.84 2.71 -0.91 0.1183
Cl -2.20 0.83 6.63 0.7249
C -0.88 0.19 5.72 -0.6420
C 0.18 -0.43 6.35 -0.0601
C 1.21 -0.93 5.56 -0.0281
C 1.14 -0.78 4.19 -0.1199
N 0.11 -0.17 3.59 -0.0103
C -0.89 0.30 4.34 -0.1643
H 0.20 -0.53 7.42 0.1205
H 2.06 -1.42 6.01 0.1178
H 1.92 -1.15 3.53 0.1054
H -1.71 0.78 3.82 0.1090

# 5
69
Properties=species:S:1:pos:R:3:lowdin_charge:R:1 method="wB97M-V/def2-TZVPD" orbital_gap_ev="5.66 / 5.57" total_charge=-1 s2=3.7873 lumo_ev="2.387 / 2.303" relative_energy_kcal_mol=11.4 homo_ev="-3.27 / -3.26" spin_multiplicity=4 largest_force_ev_per_a=0.80
Cr -0.09 0.75 0.63 0.6019
O -0.93 0.01 2.22 -0.1695
C -0.45 -0.90 3.03 -0.3574
C -1.34 -1.70 3.77 -0.0269
C -0.88 -2.67 4.63 -0.0937
C 0.48 -2.88 4.83 -0.1085
C 1.37 -2.08 4.15 -0.0536
C 0.94 -1.11 3.24 -0.1954
C 1.90 -0.21 2.66 -0.1336
N 1.68 0.56 1.67 -0.0993
C 2.52 1.74 1.50 -0.2099
C 1.61 2.90 1.91 -0.1697
N 0.24 2.62 1.45 -0.0551
C -0.63 3.51 1.71 -0.0705
C -2.02 3.48 1.37 -0.1364
C -2.86 4.51 1.85 -0.0634
C -4.19 4.54 1.54 -0.1191
C -4.72 3.53 0.72 -0.0948
C -3.93 2.53 0.22 -0.0024
C -2.54 2.46 0.53 -0.3292
O -1.82 1.52 0.03 -0.1663
H -2.40 -1.54 3.63 0.1143
H -1.60 -3.28 5.17 0.0963
H 0.84 -3.64 5.51 0.0896
H 2.44 -2.21 4.29 0.1118
H 2.87 -0.14 3.16 0.1375
H 2.80 1.84 0.46 0.0540
H 3.41 1.69 2.13 0.1226
H 1.97 3.84 1.49 0.1237
H 1.60 2.97 3.00 0.1255
H -0.30 4.41 2.24 0.1361
H -2.42 5.28 2.47 0.1045
H -4.83 5.33 1.92 0.0875
H -5.77 3.54 0.47 0.0975
H -4.33 1.75 -0.42 0.1153
O 5.16 -0.59 -2.65 -0.0629
C 3.95 -1.07 -3.24 -0.2288
C 2.79 -0.93 -2.26 -0.5571
C 1.54 -1.44 -2.99 -0.2457
O 1.12 -0.66 -4.12 -0.1259
C 3.06 -1.82 -1.04 -0.5752
Se 1.54 -2.24 0.16 0.5374
C 2.72 0.57 -1.86 -0.4755
Se 0.98 1.47 -1.55 0.7322
H 5.88 -0.75 -3.26 0.0776
H 4.06 -2.13 -3.51 0.1219
H 3.73 -0.50 -4.16 0.1200
H 0.74 -1.52 -2.25 0.0349
H 1.73 -2.44 -3.38 0.1362
H 0.84 0.20 -3.75 0.0167
H 3.85 -1.36 -0.46 0.0448
H 3.46 -2.78 -1.40 0.0435
H 3.14 1.18 -2.66 0.0523
H 3.36 0.71 -0.99 0.0430
N -1.56 -1.02 -4.73 0.1865
C -2.50 -1.70 -4.03 -0.4995
O -3.48 -2.21 -4.56 0.0234
C -2.30 -1.77 -2.54 -0.1045
C -2.95 -2.78 -1.83 0.0006
C -2.77 -2.84 -0.46 -0.0298
C -1.94 -1.91 0.15 -0.1241
N -1.33 -0.94 -0.53 -0.0035
C -1.52 -0.87 -1.84 -0.1212
H -1.67 -1.01 -5.72 0.1088
H -0.65 -0.74 -4.35 0.0522
H -3.58 -3.47 -2.37 0.1166
H -3.24 -3.61 0.13 0.1032
H -1.76 -1.94 1.21 0.0910
H -1.04 -0.04 -2.34 0.0477

# 6
66
Properties=species:S:1:pos:R:3:lowdin_charge:R:1 method="wB97M-V/def2-TZVPD" orbital_gap_ev="6.02 / 6.06" total_charge=+3 lumo_ev="-11.202 / -11.162" homo_ev="-17.22 / -17.22" largest_force_ev_per_a=1.55
Mo 0.96 0.08 -0.75 1.6275
C 0.53 0.56 -2.87 -0.1119
C -0.44 -0.27 -3.71 -0.3121
C 0.28 -1.52 -4.24 -0.0091
C -1.73 -0.59 -2.96 -0.1422
C -2.94 -0.50 -3.63 0.0114
C -4.12 -0.75 -2.96 0.0034
C -4.12 -1.05 -1.60 0.0181
C -2.93 -1.16 -0.88 -0.1299
C -2.93 -1.34 0.63 -0.3669
C -4.24 -1.90 1.18 -0.0536
C -2.61 0.01 1.31 -0.0473
C -1.75 -0.96 -1.62 -0.1614
N -0.47 -1.14 -0.97 -0.0670
C -0.04 -2.40 -0.58 -0.2901
C -0.62 -3.59 -0.65 0.0652
C -0.04 -4.84 -0.26 -0.0148
C 1.28 -5.12 -0.31 -0.0012
C 2.33 -4.21 -0.74 0.0530
C 2.27 -2.90 -0.65 -0.3414
F 3.24 -2.08 -1.01 0.1307
H 1.03 1.34 -3.43 0.1358
H 1.40 -0.15 -2.49 0.0829
H -0.07 1.10 -2.03 0.1012
H -0.71 0.35 -4.56 0.1554
H 0.47 -2.24 -3.44 0.0757
H 1.23 -1.27 -4.72 0.1035
H -0.34 -2.01 -4.99 0.1083
H -2.95 -0.22 -4.68 0.1387
H -5.06 -0.68 -3.49 0.1336
H -5.06 -1.19 -1.09 0.1251
H -2.14 -2.04 0.90 0.1131
H -5.05 -1.17 1.11 0.0941
H -4.12 -2.14 2.24 0.0938
H -4.55 -2.81 0.67 0.0965
H -3.35 0.76 1.02 0.1016
H -1.63 0.40 1.03 0.0353
H -2.65 -0.09 2.39 0.0918
H -1.64 -3.59 -1.04 0.1570
H -0.73 -5.64 -0.03 0.1352
H 1.59 -6.14 -0.11 0.1368
H 3.24 -4.62 -1.17 0.1577
C 1.28 6.26 4.31 -0.0053
C 1.60 5.15 3.36 -0.1940
C 2.93 4.76 3.16 0.0160
C 3.26 3.76 2.26 -0.0113
C 2.21 3.15 1.55 -0.3399
C 0.86 3.52 1.72 -0.0315
C 0.58 4.51 2.63 0.0095
S 2.62 1.93 0.46 0.7168
O 1.82 2.00 -0.81 -0.4056
O 4.02 1.73 0.37 -0.2050
N 1.89 0.44 0.93 -0.3409
C 2.52 -0.05 2.14 -0.1204
C 2.67 -1.51 2.22 0.1064
O 2.87 -2.59 2.31 0.4525
O 1.26 -2.16 -0.02 -0.0707
H 1.90 6.21 5.20 0.1023
H 0.23 6.25 4.60 0.0945
H 1.49 7.22 3.83 0.1164
H 3.72 5.25 3.70 0.1427
H 4.29 3.49 2.08 0.1322
H 0.07 3.05 1.14 0.1164
H -0.45 4.82 2.78 0.1363
H 1.99 0.26 3.04 0.1795
H 3.56 0.29 2.23 0.1694

# 7
69
Properties=species:S:1:pos:R:3:lowdin_charge:R:1 method="wB97M-V/def2-TZVPD" orbital_gap_ev=7.64 total_charge=-1 lumo_ev=2.340 relative_energy_kcal_mol=0.0 homo_ev=-5.30 largest_force_ev_per_a=0.58
Y -1.84 -0.15 0.97 1.3734
O -3.33 2.46 3.88 0.0791
C -3.12 1.65 3.01 -0.5482
O -1.94 1.37 2.50 -0.2047
C -4.28 0.79 2.37 -0.5619
O -5.42 1.20 2.34 0.0754
O -3.84 -0.34 1.85 -0.2231
C -0.56 -2.01 -3.82 -0.0582
C -0.47 -2.14 -2.30 -0.3883
C -0.67 -3.60 -1.88 -0.0732
C 0.82 -1.57 -1.75 -0.1501
C 2.01 -2.25 -1.98 -0.0433
C 3.21 -1.79 -1.48 -0.0836
C 3.22 -0.63 -0.72 -0.0531
C 2.05 0.09 -0.48 -0.1377
C 2.21 1.39 0.31 -0.3544
C 2.32 2.59 -0.62 -0.0552
C 1.20 1.67 1.41 -0.0626
C 0.84 -0.37 -1.01 -0.2017
N -0.37 0.35 -0.78 -0.0685
C -0.73 1.24 -1.76 -0.2773
C -0.04 1.51 -2.96 -0.0481
C -0.52 2.42 -3.89 -0.1045
C -1.69 3.12 -3.68 -0.1128
C -2.40 2.90 -2.50 -0.0254
C -1.90 2.01 -1.60 -0.2209
F -2.61 1.78 -0.43 -0.0099
H -1.51 -2.42 -4.18 0.0734
H 0.24 -2.56 -4.32 0.0783
H -0.50 -0.97 -4.15 0.0661
H -1.27 -1.55 -1.86 0.0753
H 0.05 -4.25 -2.37 0.0713
H -1.66 -3.95 -2.17 0.0745
H -0.55 -3.73 -0.81 0.0334
H 1.98 -3.17 -2.56 0.1053
H 4.13 -2.34 -1.65 0.0961
H 4.15 -0.27 -0.30 0.1096
H 3.18 1.28 0.80 0.1228
H 1.37 2.82 -1.10 0.0674
H 3.06 2.44 -1.41 0.0806
H 2.62 3.48 -0.05 0.0783
H 0.25 2.05 1.02 0.0580
H 1.60 2.44 2.08 0.0902
H 0.99 0.80 2.03 0.0507
H 0.89 0.98 -3.15 0.1154
H 0.06 2.58 -4.79 0.0972
H -2.07 3.83 -4.41 0.0901
H -3.33 3.40 -2.27 0.1199
N -3.68 -0.51 -2.16 -0.0135
N -3.55 -0.97 -0.81 -0.1069
H -4.11 -1.21 -2.74 0.0750
H -2.75 -0.31 -2.53 0.0445
H -3.53 -1.99 -0.75 0.0917
H -4.34 -0.65 -0.26 0.0731
O 2.97 1.50 5.86 0.1032
C 3.38 0.42 5.15 -0.4836
O 4.55 0.15 5.12 0.1028
C 2.33 -0.32 4.39 -0.1558
C 0.98 -0.24 4.69 -0.0288
C 0.04 -0.93 3.94 -0.1261
C 0.44 -1.70 2.84 -0.7096
S -0.73 -2.50 1.78 0.5192
C 1.81 -1.79 2.57 -0.1147
C 2.75 -1.13 3.33 -0.0179
H 2.04 1.68 5.65 0.0894
H 0.61 0.35 5.53 0.1176
H -1.01 -0.85 4.19 0.1060
H 2.13 -2.38 1.71 0.0993
H 3.80 -1.20 3.10 0.1198